(1)
A cluster of 3 separate species, C4H14N4 in total in a non-equilibrium geometry. Source: the Open Molecules 2025 dataset; level of theory: wB97M-V/def2-TZVPD.

Properties
* Kohn-Sham gap: 9.892 eV
* net charge: +2
* ΔE to the lowest compared entry with this formula, charge and spin: 729.2 kJ/mol
* largest force on an atom: 0.0709 Eh/bohr

Cartesian coordinates (Å):
1 C 0.269060 -0.285556 0.459769
2 C -0.940680 -0.795976 1.261336
3 C -1.141873 0.272448 -2.921811
4 C 2.086066 1.209775 3.257441
5 N -0.438167 0.338165 -0.733281
6 N 1.167292 0.670272 1.115626
7 N -0.472135 -0.233118 -1.841999
8 N 1.148075 1.066357 2.399247
9 H 0.890679 -1.103726 -0.081690
10 H -1.559369 -1.639079 0.927797
11 H -1.677215 0.011574 1.247154
12 H -0.557269 -0.961551 2.323347
13 H -1.178941 1.335955 -3.247257
14 H -0.813802 -0.267115 -3.830429
15 H -2.227331 0.181317 -2.420843
16 H 1.781242 -0.558768 -2.810534
17 H 3.093421 0.864239 3.130102
18 H 1.990015 1.798942 4.193832
19 H -0.942388 1.245273 -0.482423
20 H 2.161328 0.550963 0.746734
21 H 1.196182 -0.482546 -2.208677
22 H 0.313943 1.540842 2.764382

Atoms 1-3, force components in eV/Å:
-0.64 -2.44 -1.51
0.90 0.57 2.21
-3.17 0.87 -1.18

Atom charges from the natural (NBO) analysis, given in e for atoms 1 to 2: atom 1 (C): 0.09, atom 2 (C): -0.66


(2)
A cluster of 3 separate species, C4H14NO in total in a non-equilibrium geometry. Source: the Open Molecules 2025 dataset; level of theory: wB97M-V/def2-TZVPD.

Properties
* Kohn-Sham gap: 4.361 eV
* net charge: +1
* ΔE to the lowest compared entry with this formula, charge and spin: 873.3 kJ/mol
* largest force on an atom: 0.0678 Eh/bohr

Cartesian coordinates (Å):
1 C -1.532202 -2.318226 -1.132119
2 C -1.702421 -1.135333 -2.152402
3 N 0.128061 1.282540 0.113948
4 C 0.405355 1.669082 1.471652
5 C 1.943115 1.886803 1.709286
6 H -2.131369 -3.192166 -1.464483
7 H -0.427070 -2.631552 -0.863882
8 H -1.994328 -1.791132 -0.260499
9 H -2.216547 -0.290473 -1.596616
10 H -2.543337 -1.371039 -2.847449
11 H -0.792560 -0.751025 -2.836516
12 H 0.497080 1.925407 -0.583087
13 H 0.074184 2.631847 1.773881
14 H 0.268553 0.874986 2.170887
15 H 2.349244 0.854817 1.452989
16 H 2.156003 2.015583 2.752416
17 H 2.484493 2.752520 1.227228
18 H 0.632180 0.187457 -0.009100
19 H 1.587331 -1.578620 0.447469
20 O 0.814236 -1.021473 0.626395

Atoms 1-3, force components in eV/Å:
1.03 1.04 0.23
0.18 0.95 -1.17
2.10 -0.71 2.69

Atom charges from the natural (NBO) analysis, given in e for atoms 1 to 2: atom 1 (C): -0.62, atom 2 (C): -0.64